Record 1
C23H23N3O4S | ωB97M-V with the def2-TZVPD basis set

Results
Relative energy (zero: lowest compared OMol25 entry of this formula, charge and spin) = 26.3 kcal/mol
Charge = 0
Electronic energy = -47719.824 eV
E_HOMO = -8.69 eV
Orbital gap = 8.6 eV
SMILES = O=C(Nc1ccc(Cc2ccncc2)cc1)c1ccc(S(=O)(=O)N2CCOCC2)cc1

```
54
Properties=species:S:1:pos:R:3:forces:R:3
O -0.455031 -0.255016 1.880755 -0.030 -0.037 0.134
C -0.190542 0.432192 0.917638 0.117 0.086 -0.127
N -1.099830 1.101458 0.156361 0.135 0.231 -0.352
C -2.493387 1.138533 0.281785 -0.400 -0.033 0.050
C -3.192089 0.372019 1.209726 0.126 -0.131 0.121
C -4.569272 0.455422 1.268617 -0.024 0.209 -0.181
C -5.280402 1.294437 0.419506 0.033 0.154 0.080
C -4.576355 2.052105 -0.506372 -0.013 -0.050 0.108
C -3.199003 1.979181 -0.575516 0.151 -0.091 0.057
H -2.664338 2.578813 -1.299701 0.059 0.065 -0.072
H -5.106178 2.712605 -1.177780 -0.062 0.068 -0.055
C -6.785142 1.334613 0.480276 0.072 -0.114 -0.044
C -7.332828 0.058014 -0.098624 -0.242 -0.098 -0.018
C -7.909880 -0.920085 0.700985 0.040 0.091 -0.150
C -8.363109 -2.087788 0.107085 -0.005 0.019 0.247
N -8.275493 -2.328793 -1.188775 -0.207 -0.490 -0.149
C -7.724303 -1.399593 -1.951504 0.166 0.290 -0.167
C -7.239215 -0.198829 -1.462511 -0.097 -0.088 0.132
H -6.793779 0.525780 -2.127370 0.056 0.064 -0.099
H -7.671038 -1.633998 -3.006869 0.045 0.070 -0.102
H -8.820012 -2.871213 0.697887 -0.027 -0.012 0.128
H -8.009824 -0.774951 1.766447 -0.019 0.017 0.108
H -7.113658 1.439816 1.516053 -0.048 0.061 -0.052
H -7.155550 2.186706 -0.093146 -0.018 0.010 0.082
H -5.102521 -0.146010 1.989998 -0.052 -0.087 0.090
H -2.654598 -0.279406 1.877358 0.019 -0.011 0.017
H -0.731874 1.699391 -0.571005 0.032 -0.127 0.202
C 1.225418 0.633679 0.464204 0.277 -0.081 -0.074
C 2.214455 0.692084 1.444267 -0.031 0.015 -0.055
C 3.539471 0.859508 1.087079 -0.098 0.032 0.143
C 3.868664 0.946656 -0.252233 0.443 -0.037 -0.278
C 2.905881 0.865007 -1.238901 0.173 0.067 -0.162
C 1.576707 0.711534 -0.881102 -0.045 0.033 0.214
H 0.826460 0.619872 -1.653479 -0.056 -0.009 -0.060
H 3.215212 0.924739 -2.270714 -0.033 -0.026 -0.138
S 5.592469 1.144532 -0.693799 -0.090 -0.301 0.181
O 6.154371 2.218493 0.068215 0.018 -0.065 0.264
O 5.706960 1.186892 -2.125056 -0.211 -0.186 0.015
N 6.215804 -0.291311 -0.072874 -0.510 0.889 -0.169
C 7.638452 -0.247061 0.213965 0.521 0.045 0.220
H 7.821949 0.632782 0.829598 0.179 -0.093 0.027
C 8.014355 -1.535665 0.945512 -0.032 0.332 -0.024
H 9.090231 -1.581775 1.118470 -0.085 0.088 0.041
O 7.690718 -2.667279 0.170422 0.166 -0.108 -0.097
C 6.317660 -2.703284 -0.131383 -0.339 0.157 -0.115
H 6.162266 -3.591611 -0.745285 -0.087 0.089 0.045
C 5.877498 -1.443607 -0.882463 -0.044 -0.608 -0.217
H 4.797028 -1.446972 -1.036116 0.000 -0.184 -0.068
H 6.378433 -1.390511 -1.859247 -0.079 -0.053 0.068
H 5.731498 -2.787801 0.796305 0.019 -0.040 -0.076
H 7.481594 -1.576478 1.906958 0.070 0.021 -0.035
H 8.220354 -0.168481 -0.715498 0.031 -0.009 0.093
H 4.324371 0.926192 1.822611 0.033 -0.017 0.186
H 1.920956 0.604467 2.479259 0.001 -0.016 0.081
```
Forces are in eV/Å.

=====

Record 2
C23H23N4O10ReS2 | ωB97M-V with the def2-TZVPD basis set

Results
Multiplicity = 4
Relative energy (zero: lowest compared OMol25 entry of this formula, charge and spin) = 23.4 kcal/mol
<S²> = 3.764
Charge = -1
Electronic energy = -74465.424 eV
E_HOMO (spin up / spin down) = -4.86 / -4.87 eV
Orbital gap (spin up / spin down) = 7.3 / 6.9 eV

```
63
Properties=species:S:1:pos:R:3:forces:R:3
Re 0.682304 -0.152170 0.422156 0.480 0.117 0.000
S 0.907290 -0.345057 -3.522164 -0.308 0.265 0.331
C 1.676149 -1.444302 -2.492995 0.017 0.017 -1.664
C 2.421333 -2.479171 -3.185891 -0.183 1.389 -0.779
C 3.049805 -3.445017 -2.529744 0.217 -0.327 1.870
C 3.057678 -3.446471 -1.061606 -0.239 -0.920 -1.675
C 2.322079 -2.485488 -0.472680 -0.112 0.366 0.177
N 1.642106 -1.467151 -1.158954 -0.269 -0.537 2.607
H 2.517106 -2.359167 -4.288764 -0.410 -0.285 1.060
H 3.479112 -4.183325 -3.155078 0.837 -0.913 -0.001
H 3.490272 -4.275197 -0.478451 -0.166 0.667 -0.375
H 2.233533 -2.519660 0.619535 -0.077 0.385 -0.592
C -1.905201 5.918267 -2.048949 -0.855 -0.537 1.520
C -1.559748 4.959567 -0.843993 -0.323 1.348 -1.026
C -1.183628 5.332279 0.469154 -0.245 2.598 -1.441
C -1.015249 4.416103 1.444525 -0.347 -1.007 1.154
C -1.259887 3.072609 1.212528 -0.248 0.050 -2.036
C -1.575030 2.680607 -0.107073 -0.501 -0.686 0.223
C -1.743352 3.630775 -1.133807 0.468 -1.125 1.254
S -0.998894 1.881386 2.456839 -1.708 -1.609 0.396
O -0.859136 2.579517 3.710666 0.257 0.261 0.019
O -2.020953 0.850399 2.380080 0.446 0.954 0.042
N 0.383093 1.166058 2.079617 0.089 -0.373 -0.731
C 1.479463 2.126247 2.088952 0.212 -1.095 -1.306
C 2.708717 1.367470 1.676052 1.797 0.189 2.000
O 3.785350 1.623997 2.210362 -0.611 -0.208 -0.770
O 2.541872 0.352518 0.872620 0.211 0.141 -0.326
H -1.607284 5.483162 -3.006154 0.119 0.052 0.264
H -1.513132 6.917598 -1.936740 0.399 0.218 0.029
H -3.021098 6.046249 -2.069195 0.872 -0.210 -0.023
H -1.049462 6.413083 0.772207 -0.157 -1.239 -0.726
H -0.806959 4.708334 2.452208 0.294 0.245 0.395
H -1.714264 1.602349 -0.329159 -0.051 0.966 0.210
H -1.954666 3.321366 -2.151687 -0.072 -0.121 0.185
H 1.637934 2.575982 3.041162 0.050 0.529 0.519
H 1.315979 2.809804 1.269585 -0.027 1.057 -0.076
O 1.802101 2.969601 -1.860337 -0.763 -0.208 0.514
C 1.668515 1.850228 -1.424230 1.201 -0.119 -0.977
O 0.581377 1.364608 -0.821782 0.552 0.079 0.098
H 2.526596 1.143157 -1.559847 -0.699 0.103 0.390
O -2.550387 -4.617936 0.775395 -0.383 0.187 1.395
C -2.282716 -4.164661 -0.433900 0.129 -1.388 -0.718
C -2.271950 -5.127570 -1.471700 0.417 1.527 -1.206
C -1.904964 -4.700283 -2.748329 0.360 1.623 0.878
C -1.555723 -3.340480 -2.999720 -0.621 -0.119 0.274
C -1.630324 -2.427065 -1.951925 0.666 0.129 0.817
C -1.933321 -2.841296 -0.636623 0.346 0.488 0.015
C -1.671364 -1.958731 0.596708 -0.680 -0.655 -2.810
O -1.908154 -2.377690 1.717112 -0.239 -0.042 0.974
O -1.215138 -0.790117 0.314776 0.319 0.428 -0.286
H -2.437947 -3.803483 1.358369 -0.081 -0.821 0.135
H -2.496263 -6.152113 -1.273079 -0.151 -0.413 0.272
H -1.786846 -5.333052 -3.593330 -0.183 -0.906 -0.342
H -1.265252 -3.041972 -4.019705 -0.105 -0.014 0.732
H -1.314632 -1.381386 -1.974414 -0.084 -0.296 -0.821
N 1.932674 -0.846827 3.863096 -0.361 0.029 0.138
C 0.820786 -1.248003 3.194763 -0.944 0.721 2.345
N -0.364417 -1.379722 3.833957 1.167 -0.229 -0.593
O 0.852415 -1.561083 1.997815 0.689 -0.746 -1.902
H 1.815333 -0.373660 4.758025 0.130 -0.282 -0.548
H 2.744127 -0.598417 3.306495 -0.224 -0.002 0.113
H -0.594567 -0.901060 4.676167 0.090 0.263 0.361
H -1.103193 -1.594540 3.171081 -0.403 0.041 0.044
```
Forces are in eV/Å.

=====

Record 3
C23H23N5O5 | ωB97M-V with the def2-TZVPD basis set

Results
Relative energy (zero: lowest compared OMol25 entry of this formula, charge and spin) = 0.0 kcal/mol
Charge = 0
Electronic energy = -41913.531 eV
E_HOMO = -8.51 eV
Orbital gap = 8.6 eV
SMILES = CC(C)[C@H](NC(=O)c1ccccc1NC(=O)c1ccco1)C(=O)NNC(=O)c1ccncc1

```
56
Properties=species:S:1:pos:R:3:forces:R:3
C -4.072210 1.012991 -2.826069 0.264 -0.105 -0.088
H -4.680799 1.243092 -3.696633 -0.097 0.020 -0.056
H -4.091423 -0.061942 -2.671772 -0.083 -0.104 0.013
H -4.513133 1.500258 -1.958915 -0.087 0.091 0.104
C -2.641785 1.500661 -3.044748 -0.052 0.067 0.203
C -2.634949 2.998250 -3.341205 0.106 -0.244 -0.017
H -3.228967 3.203982 -4.227875 -0.059 0.053 -0.076
H -3.063380 3.548348 -2.506182 -0.053 0.118 0.098
H -1.627876 3.369901 -3.512440 0.063 0.124 -0.032
H -2.212488 0.953525 -3.890821 0.007 -0.009 0.043
C -1.795643 1.192196 -1.805293 -0.086 -0.116 -0.114
N -0.436788 1.678381 -1.960452 -0.095 -0.004 -0.203
C 0.344175 1.926197 -0.886704 -0.080 0.003 -0.216
O -0.086737 1.730487 0.251029 -0.026 0.136 0.185
C 1.705598 2.429489 -1.171867 0.365 0.119 0.111
C 1.965595 3.144063 -2.341593 0.043 -0.048 0.114
C 3.233352 3.603493 -2.632619 0.040 0.051 -0.148
C 4.274184 3.344120 -1.752275 -0.222 -0.010 -0.054
C 4.043304 2.657586 -0.579237 0.163 -0.013 0.134
C 2.760541 2.207406 -0.258985 0.092 0.144 -0.310
N 2.493726 1.534605 0.916126 -0.519 -0.169 0.212
C 3.356237 1.100564 1.886572 -0.126 0.045 -0.251
O 4.559955 1.269101 1.895647 0.001 -0.045 0.129
C 2.652886 0.370088 2.948682 0.797 -0.388 1.012
C 3.124370 -0.148149 4.129953 -0.105 0.435 -0.860
C 2.019972 -0.759601 4.758056 -0.501 0.029 -0.255
C 0.958830 -0.574069 3.919874 0.105 -0.410 0.846
O 1.329533 0.102157 2.829557 -0.067 0.264 -0.501
H -0.069703 -0.875143 3.971556 -0.120 0.004 -0.089
H 2.013758 -1.265953 5.701181 -0.083 -0.119 0.180
H 4.132204 -0.086631 4.484768 0.234 0.051 0.001
H 1.498950 1.371603 1.082634 0.266 0.062 -0.003
H 4.845066 2.466322 0.114288 0.001 -0.010 0.010
H 5.270572 3.693012 -1.977288 0.093 0.023 0.001
H 3.410289 4.162497 -3.538582 0.002 0.050 -0.073
H 1.156078 3.375293 -3.018939 -0.072 0.013 -0.043
H -0.036662 1.642090 -2.883928 0.090 0.023 0.083
C -1.718264 -0.315093 -1.529840 -0.050 0.146 0.313
O -1.785251 -1.182281 -2.382308 -0.005 -0.169 -0.238
N -1.525791 -0.601881 -0.228736 -0.097 -0.282 0.876
N -1.342321 -1.929892 0.142066 0.016 0.087 -0.710
C -1.419155 -2.326494 1.434135 0.035 0.235 -0.381
O -1.565351 -1.540049 2.350451 -0.106 0.152 0.151
C -1.281352 -3.797839 1.633258 0.029 -0.445 0.196
C -0.577546 -4.630949 0.767443 -0.165 0.107 0.180
C -0.513474 -5.983122 1.069278 0.103 0.112 -0.264
N -1.085612 -6.523940 2.130171 0.080 -0.513 0.057
C -1.743499 -5.730726 2.957502 -0.145 0.282 0.151
C -1.867488 -4.364693 2.762081 0.100 0.123 -0.202
H -2.404026 -3.737823 3.456732 -0.042 0.039 0.073
H -2.188313 -6.215559 3.816144 -0.079 0.054 0.095
H 0.023108 -6.669639 0.427726 0.077 0.032 -0.104
H -0.069432 -4.246346 -0.103365 0.068 0.021 -0.080
H -1.390715 -2.553622 -0.656299 -0.013 0.074 0.199
H -1.286220 0.098283 0.472750 0.000 -0.139 -0.262
H -2.215931 1.691395 -0.924689 -0.005 -0.046 -0.138
```
Forces are in eV/Å.

=====

Record 4
C23H23N7S2Tl | ωB97M-V with the def2-TZVPD basis set

Results
Relative energy (zero: lowest compared OMol25 entry of this formula, charge and spin) = 0.0 kcal/mol
Charge = -1
Electronic energy = -61012.587 eV
E_HOMO = -3.57 eV
Orbital gap = 4.8 eV

```
56
Properties=species:S:1:pos:R:3:forces:R:3
Tl 1.778866 -0.133706 0.076477 0.042 0.156 -0.179
C -1.132217 -1.289656 5.084728 -0.022 0.025 0.012
C -1.096589 -2.572301 4.711594 -0.006 -0.037 0.024
C -0.423436 -3.032508 3.488337 0.032 0.020 0.015
C 0.227616 -2.154954 2.727006 -0.057 0.030 -0.035
C 0.275425 -0.709728 3.069719 0.009 0.047 0.013
C -0.404535 -0.207589 4.348477 0.056 -0.003 -0.019
N 0.700042 -2.274651 1.393693 0.057 -0.201 0.135
N 0.105688 -3.068435 0.655072 -0.132 0.067 0.074
C 0.414080 -2.890346 -0.731241 -0.038 -0.076 -0.121
C 0.012094 -3.940608 -1.553113 0.028 0.037 -0.037
C 0.170989 -3.836876 -2.924313 -0.010 -0.021 0.025
C 0.700859 -2.669152 -3.457629 -0.003 -0.001 -0.019
C 1.076303 -1.622884 -2.622284 0.034 0.023 0.010
C 0.942381 -1.697797 -1.238123 0.031 -0.013 0.005
H -1.672649 -1.008811 5.982110 -0.006 -0.009 -0.006
H -1.613067 -3.317334 5.304388 -0.006 0.006 0.000
H -0.514982 -4.066369 3.181342 0.008 -0.001 -0.007
H 1.250595 -0.259292 2.852032 0.003 -0.010 0.011
H 0.261239 0.334399 5.020543 0.005 -0.012 -0.001
H -0.423032 -4.823441 -1.100905 -0.004 0.005 0.011
H -0.128687 -4.651761 -3.571092 0.003 0.002 -0.003
H 0.817205 -2.570611 -4.531375 0.002 0.003 -0.001
H 1.476096 -0.715569 -3.063096 0.011 -0.014 -0.007
N -0.750085 -0.011607 2.203919 -0.024 0.005 -0.018
C -1.226643 0.769480 3.443324 -0.029 0.036 -0.005
C -0.653172 2.103752 3.093856 0.104 -0.060 0.051
C -0.187938 2.051827 1.826337 0.028 0.000 0.045
N -0.256521 0.849650 1.168047 0.019 -0.067 -0.124
H -1.430868 -0.660230 1.813147 -0.012 0.020 -0.007
H -2.311795 0.745623 3.589965 -0.002 0.007 -0.008
H -0.851408 3.015459 3.632398 -0.043 -0.016 -0.014
H 0.180426 2.900218 1.267760 -0.001 0.006 0.004
C -1.000451 0.649277 -6.687436 0.005 -0.003 0.000
C 0.113635 1.262830 -5.903955 -0.004 -0.019 -0.003
C 1.303521 1.669384 -6.422459 0.005 0.003 0.029
C 2.251773 2.224637 -5.517844 -0.001 -0.005 -0.044
N 2.038989 2.367318 -4.238111 -0.019 0.009 0.021
C 0.847254 1.967309 -3.694496 0.002 -0.139 -0.084
S 0.422398 2.072030 -2.111266 -0.015 0.092 0.118
N -0.078854 1.411875 -4.579573 -0.016 0.041 0.015
C 3.592033 2.668012 -6.027236 -0.002 -0.002 0.005
H -0.764695 0.648989 -7.748655 -0.002 -0.004 0.000
H -1.927522 1.202452 -6.530797 0.003 0.006 -0.004
H -1.166772 -0.379652 -6.363337 0.000 0.001 0.006
H 1.512772 1.575789 -7.476962 0.003 0.001 0.000
H -0.949001 1.135894 -4.143544 0.004 -0.016 -0.001
H 3.608546 2.748499 -7.113169 -0.002 0.006 0.001
H 4.348451 1.944498 -5.718243 0.001 -0.001 -0.002
H 3.853834 3.624118 -5.578292 0.006 -0.003 0.006
S -2.829658 3.762566 0.339408 -0.028 0.073 0.096
C -2.262096 4.624703 1.648718 -0.048 -0.028 -0.099
N -1.844064 5.209697 2.567574 -0.021 0.013 0.017
C 3.117479 0.654596 1.430205 0.032 -0.007 0.111
H 2.779754 1.668846 1.662578 0.009 0.019 -0.010
H 4.117655 0.693139 0.990852 0.010 0.010 0.000
```
Forces are in eV/Å.